The following is a quantum chemistry calculation of 4 unconnected molecules or ions with the total composition C27H48BBr2F9NO12PS, from the OMol25 dataset.

Structure (SMILES) ... CCSC[C@](CCCCCOC)(O[C@@H](Br)[C@H](CP(=O)(O)O)NBr)B(O)CC.CCOC(=O)C(F)(F)F.CCOC(=O)C(F)(F)F.CCOC(=O)C(F)(F)F

Last column: Mulliken charge in e.
Cartesian coordinates (Å):
C 6.093 -3.531 4.107  -1.41
C 6.178 -2.149 3.424  1.01
S 6.083 -2.429 1.643  -0.37
C 5.033 -1.157 0.853  -1.14
C 3.614 -0.901 1.392  0.59
C 2.746 -0.398 0.227  -1.89
C 1.252 -0.693 0.357  -0.48
C 0.590 -0.077 1.609  1.50
C -0.857 0.375 1.355  -0.95
C -1.861 -0.573 1.982  -0.50
O -2.933 0.176 2.550  -0.34
C -3.940 -0.658 3.070  -0.61
O 3.443 0.077 2.470  0.66
C 4.411 0.973 2.790  -0.56
Br 4.843 2.238 1.300  -0.17
C 3.935 1.863 4.008  -0.16
C 3.015 1.130 4.996  -0.58
P 3.908 0.249 6.299  0.87
O 5.356 0.325 6.147  -0.69
O 3.307 -1.206 6.455  -0.47
O 3.491 0.909 7.706  -0.61
N 3.386 3.137 3.564  -0.52
Br 1.556 3.147 3.202  -0.06
B 3.060 -2.307 1.938  0.48
O 2.646 -2.303 3.239  -0.75
C 2.928 -3.675 1.148  -0.55
C 3.046 -3.677 -0.378  -1.16
H 6.870 -3.667 4.845  0.37
H 6.089 -4.320 3.370  0.36
H 5.149 -3.604 4.617  0.31
H 7.118 -1.694 3.684  0.60
H 5.355 -1.574 3.780  -0.93
H 5.619 -0.258 0.718  0.52
H 4.908 -1.561 -0.137  0.54
H 3.073 -0.819 -0.714  0.37
H 2.841 0.670 0.098  0.28
H 0.993 -1.740 0.233  -0.23
H 0.783 -0.191 -0.477  0.76
H 1.200 0.767 1.883  -1.10
H 0.644 -0.826 2.384  0.13
H -1.047 0.497 0.302  0.33
H -0.989 1.307 1.889  0.34
H -1.408 -1.149 2.783  0.39
H -2.276 -1.237 1.224  0.31
H -3.911 -0.678 4.159  0.29
H -4.920 -0.306 2.777  0.06
H -3.827 -1.682 2.737  0.35
H 5.379 0.556 3.034  0.60
H 4.833 2.123 4.551  0.67
H 2.258 0.508 4.540  0.00
H 2.481 1.894 5.550  0.70
H 3.060 -1.320 7.388  0.33
H 3.883 1.794 7.752  0.34
H 3.611 3.869 4.220  0.35
H 2.164 -3.130 3.387  0.19
H 3.654 -4.377 1.536  0.34
H 1.953 -4.096 1.402  0.47
H 2.701 -4.641 -0.737  0.41
H 2.438 -2.939 -0.878  0.19
H 4.076 -3.624 -0.698  0.27
C 1.533 -1.405 -6.098  -1.25
C 0.276 -0.572 -5.975  -0.16
O -0.606 -1.103 -4.963  -0.29
C -0.312 -0.791 -3.712  0.46
O 0.604 -0.122 -3.337  -0.53
C -1.377 -1.378 -2.773  0.83
F -1.658 -2.657 -3.069  -0.28
F -2.516 -0.673 -2.874  -0.27
F -0.980 -1.331 -1.499  -0.24
H 1.281 -2.449 -6.285  0.32
H 2.148 -1.038 -6.918  0.39
H 2.121 -1.367 -5.182  0.32
H -0.292 -0.601 -6.901  0.34
H 0.501 0.472 -5.762  0.32
C -3.826 1.322 -4.900  -0.76
C -4.296 1.455 -6.331  -0.47
O -3.982 2.756 -6.867  -0.32
C -2.738 2.920 -7.287  0.35
O -1.865 2.103 -7.264  -0.51
C -2.571 4.334 -7.865  0.91
F -3.120 5.257 -7.063  -0.25
F -3.169 4.414 -9.066  -0.26
F -1.280 4.631 -8.021  -0.24
H -4.237 2.120 -4.286  0.31
H -4.135 0.364 -4.487  0.32
H -2.740 1.388 -4.839  0.23
H -5.379 1.366 -6.382  0.34
H -3.874 0.678 -6.967  0.34
C -7.146 2.719 1.779  -1.05
C -8.106 2.826 0.614  -0.22
O -7.484 2.403 -0.616  -0.32
C -7.428 1.096 -0.820  0.32
O -7.842 0.243 -0.095  -0.53
C -6.769 0.817 -2.179  0.99
F -5.664 1.560 -2.349  -0.26
F -7.617 1.104 -3.184  -0.28
F -6.425 -0.467 -2.291  -0.25
H -6.232 3.277 1.573  0.32
H -7.605 3.117 2.683  0.39
H -6.864 1.683 1.962  0.22
H -8.393 3.863 0.454  0.33
H -9.016 2.254 0.787  0.33


The following is a quantum chemistry calculation of 2 unconnected molecules or ions with the total composition C4H13NO, from the OMol25 dataset.

Structure (SMILES) ... CCCNC.O

Last column: natural (NBO) charge in e.
Cartesian coordinates (Å):
C -0.021 0.926 -1.822  -0.63
C 0.667 -0.432 -1.747  -0.42
C 0.831 -1.061 -0.374  -0.21
N -0.510 -1.102 0.291  -0.64
C -1.559 -2.069 -0.041  -0.43
H 0.588 1.814 -2.032  0.20
H -0.781 1.035 -2.603  0.21
H -0.545 1.194 -0.894  0.23
H 0.070 -1.133 -2.343  0.20
H 1.638 -0.324 -2.266  0.21
H 1.111 -2.102 -0.482  0.17
H 1.487 -0.564 0.337  0.20
H -0.245 -1.254 1.257  0.35
H -2.061 -1.692 -0.940  0.19
H -1.073 -2.920 -0.560  0.16
H -2.308 -2.310 0.704  0.22
O 0.565 4.137 4.673  -0.93
H 1.327 4.631 4.346  0.47
H 0.820 3.225 4.495  0.47


The following is a quantum chemistry calculation of a molecular structure, C37H32AsCdN3O10PS2, from the OMol25 dataset.

Total charge ... -1

Last column: Mulliken charge in e.
Cartesian coordinates (Å):
Cd 2.158 0.941 -0.083  1.23
O 1.903 3.035 -0.915  -0.78
S 2.364 3.728 0.325  1.38
O 3.430 4.662 0.128  -0.76
O 2.545 2.723 1.393  -0.63
C 0.953 4.615 0.951  0.20
C 1.134 5.942 1.315  -0.55
C 0.121 6.616 1.980  -0.56
C -1.061 5.958 2.282  -0.76
C -1.236 4.633 1.911  -0.30
C -0.236 3.932 1.245  -0.02
P -0.524 2.152 0.752  1.42
C -0.818 1.329 2.350  0.44
C -0.119 1.746 3.479  -0.71
C -0.104 0.963 4.624  -0.75
C -0.771 -0.253 4.650  -0.64
C -1.460 -0.684 3.524  -0.81
C -1.475 0.097 2.379  -0.10
C -2.192 2.390 0.020  0.26
C -3.400 2.127 0.658  -0.02
C -4.605 2.317 -0.010  -0.80
C -4.615 2.775 -1.319  -0.55
C -3.413 3.060 -1.957  -0.56
C -2.213 2.865 -1.293  -1.08
H 2.074 6.421 1.078  0.57
H 0.260 7.649 2.273  0.38
H -1.853 6.477 2.808  0.41
H -2.168 4.134 2.147  0.36
H 0.442 2.672 3.456  0.37
H 0.457 1.293 5.489  0.41
H -0.729 -0.878 5.533  0.37
H -1.965 -1.642 3.527  0.43
H -1.978 -0.273 1.491  0.32
H -3.406 1.776 1.681  0.42
H -5.538 2.108 0.499  0.42
H -5.554 2.911 -1.841  0.38
H -3.411 3.430 -2.975  0.44
H -1.274 3.078 -1.795  0.45
O 5.310 -1.410 -1.651  -0.65
As 4.853 0.270 -2.086  0.64
O 6.310 0.940 -2.377  -0.71
O 4.421 0.899 -0.007  -0.61
C 5.012 0.138 0.924  0.23
C 6.311 0.447 1.325  -0.57
C 6.963 -0.327 2.267  -0.48
C 6.352 -1.442 2.834  -0.65
C 5.071 -1.782 2.441  -0.73
C 4.404 -1.004 1.500  0.05
S 2.764 -1.468 1.063  1.98
O 1.866 -0.431 1.646  -0.39
O 2.499 -2.799 1.545  -0.71
O 2.678 -1.335 -0.425  -0.75
H 4.505 -1.868 -1.374  0.38
H 6.788 1.295 0.855  0.47
H 7.972 -0.063 2.561  0.37
H 6.875 -2.043 3.565  0.38
H 4.569 -2.652 2.841  0.50
C -2.101 -1.877 -5.777  -1.41
C -2.197 -2.864 -4.643  0.72
C -3.423 -3.325 -4.180  -0.80
C -3.507 -4.180 -3.087  -0.32
C -2.355 -4.604 -2.447  0.12
N -2.443 -5.432 -1.304  -0.14
C -1.693 -5.420 -0.150  0.20
O -1.619 -6.412 0.555  -0.72
N -1.063 -4.251 0.196  -0.11
C -1.260 -2.942 -0.296  -0.17
C -2.525 -2.398 -0.448  0.25
C -2.637 -1.144 -1.024  -0.66
C -1.477 -0.472 -1.377  -1.16
N -0.252 -0.944 -1.136  -0.09
C -0.155 -2.166 -0.616  -0.48
C -1.117 -4.210 -2.945  -0.05
C -1.046 -3.333 -4.012  -0.65
H -3.076 -1.702 -6.232  0.36
H -1.421 -2.230 -6.554  0.34
H -1.718 -0.918 -5.423  0.28
H -4.335 -2.993 -4.664  0.29
H -4.474 -4.495 -2.711  0.39
H -3.072 -6.218 -1.331  0.26
H -0.307 -4.398 0.851  0.24
H -3.397 -2.957 -0.131  0.40
H -3.604 -0.682 -1.184  0.40
H -1.530 0.494 -1.869  0.94
H 0.843 -2.539 -0.428  0.65
H -0.212 -4.571 -2.475  0.51
H -0.072 -3.007 -4.362  0.41


The following is a quantum chemistry calculation of 10 unconnected molecules or ions with the total composition C52H48Cl4N8O16, from the OMol25 dataset.

Structure (SMILES) ... O=[N+]([O-])c1ccccc1.O=[N+]([O-])c1ccccc1.O=[N+]([O-])c1ccccc1.O=[N+]([O-])c1ccccc1.O=[N+]([O-])c1ccccc1.O=[N+]([O-])c1ccccc1.O=[N+]([O-])c1ccccc1.O=[N+]([O-])c1ccccc1.ClCCCl.ClCCCl

Last column: Mulliken charge in e.
Cartesian coordinates (Å):
O 2.167 -2.475 -5.801  -0.60
N 1.047 -2.136 -5.468  1.26
O 0.204 -2.885 -5.046  -0.62
C 0.754 -0.706 -5.520  -0.59
C -0.146 -0.203 -4.619  0.96
C -0.351 1.157 -4.545  -0.17
C 0.246 1.994 -5.479  -0.69
C 1.115 1.450 -6.420  -0.53
C 1.361 0.094 -6.466  -0.44
H -0.556 -0.852 -3.859  -0.44
H -1.043 1.570 -3.827  0.44
H -0.058 3.031 -5.531  0.49
H 1.543 2.131 -7.146  0.40
H 2.086 -0.292 -7.169  0.50
O -6.469 -2.029 -4.047  -0.59
N -6.338 -3.218 -3.893  1.04
O -7.223 -4.035 -4.044  -0.63
C -5.006 -3.714 -3.532  -0.09
C -3.924 -2.856 -3.584  -0.39
C -2.664 -3.347 -3.247  0.48
C -2.511 -4.682 -2.879  -0.84
C -3.614 -5.524 -2.810  -0.56
C -4.862 -5.038 -3.146  -0.51
H -4.001 -1.807 -3.840  0.47
H -1.812 -2.704 -3.398  0.18
H -1.511 -5.065 -2.704  0.50
H -3.513 -6.548 -2.478  0.40
H -5.752 -5.650 -3.092  0.46
O 5.838 -7.142 -2.522  -0.61
N 5.491 -6.551 -1.523  1.01
O 6.124 -6.498 -0.486  -0.60
C 4.222 -5.825 -1.580  -0.18
C 3.649 -5.580 -2.812  -0.26
C 2.498 -4.805 -2.870  -0.78
C 1.934 -4.288 -1.712  -0.06
C 2.516 -4.567 -0.484  -0.36
C 3.631 -5.393 -0.410  -0.40
H 4.051 -5.987 -3.728  0.53
H 1.979 -4.638 -3.806  0.41
H 1.068 -3.648 -1.800  0.44
H 2.149 -4.138 0.443  0.45
H 4.100 -5.662 0.527  0.44
O 2.860 6.135 6.091  -0.62
N 2.155 5.310 5.570  0.97
O 1.044 5.004 5.951  -0.56
C 2.658 4.637 4.362  -0.09
C 4.016 4.707 4.103  -0.73
C 4.489 4.124 2.947  -0.54
C 3.627 3.351 2.173  -0.31
C 2.275 3.291 2.453  -0.35
C 1.778 3.913 3.582  0.08
H 4.602 5.326 4.768  0.51
H 5.516 4.212 2.620  0.41
H 3.990 2.808 1.308  0.43
H 1.581 2.734 1.835  0.57
H 0.748 3.830 3.909  0.20
O -0.967 2.018 7.026  -0.63
N -1.196 1.619 5.908  1.08
O -1.185 0.449 5.566  -0.53
C -1.619 2.597 4.909  -0.59
C -1.858 2.172 3.618  1.05
C -2.411 3.078 2.728  -0.81
C -2.511 4.427 3.060  -0.96
C -2.128 4.843 4.327  -0.63
C -1.750 3.917 5.274  -0.42
H -1.722 1.136 3.335  0.31
H -2.716 2.764 1.736  0.69
H -2.900 5.090 2.298  0.55
H -2.230 5.880 4.616  0.42
H -1.509 4.257 6.269  0.43
O 4.911 -2.458 0.805  -0.64
N 4.110 -1.599 0.531  1.16
O 3.466 -0.962 1.343  -0.59
C 3.847 -1.323 -0.871  -0.57
C 4.257 -2.226 -1.826  -0.44
C 4.059 -1.983 -3.173  -0.68
C 3.463 -0.792 -3.565  -0.87
C 2.935 0.058 -2.599  -0.59
C 3.193 -0.171 -1.257  0.18
H 4.846 -3.108 -1.601  0.77
H 4.345 -2.717 -3.911  0.50
H 3.220 -0.611 -4.605  0.83
H 2.319 0.903 -2.878  0.54
H 2.821 0.573 -0.564  0.37
O -4.871 2.126 -3.454  -0.64
N -3.769 1.819 -3.048  1.08
O -3.252 0.737 -3.177  -0.37
C -2.995 2.831 -2.319  -0.20
C -3.272 4.175 -2.499  -0.76
C -2.576 5.106 -1.745  -0.59
C -1.557 4.701 -0.897  -0.65
C -1.305 3.337 -0.712  -1.09
C -2.006 2.399 -1.449  0.62
H -4.029 4.467 -3.215  0.52
H -2.742 6.163 -1.911  0.40
H -1.001 5.411 -0.297  0.50
H -0.562 3.014 0.006  0.76
H -1.861 1.342 -1.267  0.45
O -4.891 1.119 0.299  -0.62
N -4.160 0.179 0.517  1.15
O -3.472 -0.358 -0.330  -0.48
C -4.077 -0.299 1.893  -0.39
C -3.154 -1.273 2.230  -0.04
C -2.960 -1.624 3.553  -0.54
C -3.726 -0.986 4.529  -0.34
C -4.673 -0.020 4.201  -0.71
C -4.855 0.317 2.867  -0.32
H -2.546 -1.695 1.438  0.61
H -2.209 -2.316 3.906  0.41
H -3.511 -1.187 5.572  0.37
H -5.365 0.338 4.951  0.44
H -5.476 1.161 2.597  0.47
Cl 4.886 -0.139 5.048  -0.21
C 3.573 0.985 4.614  0.42
C 2.291 0.694 5.337  0.48
Cl 2.375 1.297 7.024  -0.18
H 3.494 0.927 3.532  -0.25
H 3.907 1.993 4.851  0.04
H 2.102 -0.378 5.325  0.55
H 1.421 1.208 4.940  -0.82
Cl 0.561 -0.234 2.692  -0.11
C 0.115 -0.036 0.963  0.84
C 0.393 -1.333 0.299  -0.47
Cl -0.140 -1.331 -1.395  0.46
H 0.697 0.803 0.597  0.02
H -0.950 0.180 0.983  -0.58
H -0.132 -2.142 0.806  0.61
H 1.438 -1.627 0.328  -0.68


| no. | frontier orbital gap (eV) | highest occupied orbital energy (Ha) |
| --- | --- | --- |
| 1 | 8.5 | -0.3057 |
| 2 | 9.3 | -0.3143 |
| 3 | 7.4 | -0.1970 |
| 4 | 8.9 | -0.3645 |